Record 1
20
Properties=species:S:1:pos:R:3:forces:R:3 method="wB97M-V/def2-TZVPD" relative_energy_ev=0.395 e_tot_ha=-3079.43393 lumo_energy_ev=-3.489 charge=+1 spin_multiplicity=1 homo_energy_ev=-14.0
C -0.17669 0.40937 0.50481 -1.35 -0.17 0.49
C 1.81235 0.60166 -0.96161 2.95 1.67 1.60
C -1.34579 -0.52794 2.47125 0.06 1.48 3.27
C 0.48548 1.16374 -0.54892 -1.64 2.30 -0.93
C -0.80046 -2.19924 -1.48258 -2.09 -1.10 -0.49
N -0.83556 0.11115 1.39277 2.37 0.67 -2.93
N 0.44902 2.43636 0.24762 -0.78 -0.47 -0.46
F -0.51516 -0.99200 -2.00445 0.25 -0.43 -0.47
F -1.31100 -1.89015 -0.23940 0.04 -0.86 -0.77
Br 0.80289 -3.29627 -1.21911 -0.83 0.60 -0.31
H 2.22824 1.05461 -1.85528 -0.14 0.86 0.10
H 1.77323 -0.37159 -1.29191 -0.67 -2.48 -0.27
H 2.67136 0.61036 -0.14733 -2.01 0.27 -1.37
H -2.18248 -1.08992 2.17354 -0.73 -1.35 0.04
H -1.67089 0.28437 3.14890 -0.35 -0.44 -0.12
H -0.48818 -0.93189 3.02557 -0.61 -0.87 -0.31
H -0.23279 1.28189 -1.46942 1.27 -0.60 1.74
H -1.66239 -2.73713 -2.14725 2.35 1.18 1.68
H -0.27117 3.13487 0.09061 -0.33 -0.78 -0.51
H 1.27001 2.94776 0.31219 2.22 0.53 0.02

Record 2
13
Properties=species:S:1:pos:R:3:forces:R:3 method="wB97M-V/def2-TZVPD" relative_energy_ev=9.819 e_tot_ha=-319.67077 lumo_energy_ev="-7.219 / -5.826" charge=+1 spin_multiplicity=1 homo_energy_ev="-14.0 / -14.8"
C 1.42835 -0.29528 2.11692 -0.02 0.63 -0.07
C 0.56912 0.41391 1.26836 -1.75 -0.29 -1.88
C -1.48256 0.16677 -1.47208 -1.24 0.00 -0.76
C -0.86305 -1.21364 -1.35636 -0.72 -0.99 -0.65
N 2.13090 0.75938 1.74861 2.24 -0.97 0.44
N -0.16094 -0.04480 -1.12027 2.33 1.06 2.12
N 1.10012 1.65858 1.48924 -1.43 1.09 0.58
H 1.67642 -1.27965 2.44384 0.24 -0.26 0.03
H -1.60093 0.74276 -2.39019 0.05 -0.08 0.08
H -2.27023 0.36146 -0.75371 0.09 -0.10 0.24
H -1.29354 -1.82801 -0.57293 0.01 0.21 0.21
H -0.44766 -1.80857 -2.16803 -0.07 0.08 -0.02
H 1.21401 2.36708 0.76660 0.27 -0.38 -0.33

Record 3
69
Properties=species:S:1:pos:R:3:forces:R:3 method="wB97M-V/def2-TZVPD" relative_energy_ev=0.000 e_tot_ha=-5471.76789 lumo_energy_ev="-3.826 / -2.759" charge=+1 spin_multiplicity=5 homo_energy_ev="-10.9 / -11.0"
Mn 0.59764 -0.03821 -1.22315 -0.04 -0.06 0.08
N 2.58234 0.13362 -0.56723 0.30 0.66 -0.07
C 3.38602 1.02564 -1.39612 -0.56 -0.56 0.19
C 4.55927 0.54872 -1.92821 0.77 -0.77 -0.42
C 5.39017 1.37922 -2.67436 -0.49 0.55 0.54
C 4.99200 2.71900 -2.85542 0.21 -1.09 -0.26
C 3.75393 3.13693 -2.39380 0.57 -0.36 -0.50
C 2.92232 2.29355 -1.66507 -0.13 0.84 0.09
C 1.66245 2.81072 -1.07881 0.16 -0.10 0.05
C 1.60038 4.14771 -0.71414 0.35 1.62 -0.27
C 0.52578 4.69014 -0.02880 -0.39 -0.03 0.41
C -0.47928 3.82416 0.37496 -0.81 -0.35 0.11
C -0.47850 2.46792 0.01363 1.01 1.68 -0.77
C 0.56918 2.00779 -0.78640 -0.55 -1.34 0.69
H 3.02463 -0.77639 -0.59789 -0.15 -0.27 0.08
H 2.61131 0.46210 0.40324 -0.20 -0.09 -0.16
H 4.79538 -0.52047 -1.78467 0.10 0.68 -0.02
H 6.33395 1.00071 -3.04701 -0.11 0.11 -0.10
H 5.62834 3.37149 -3.43954 -0.11 0.11 0.08
H 3.41784 4.10866 -2.68544 -0.18 0.47 0.09
H 2.39018 4.85500 -1.00807 -0.18 -0.60 0.25
H 0.44795 5.76111 0.23921 0.30 -0.80 -0.32
H -1.35225 4.18435 0.92432 0.35 0.06 -0.05
H -1.32711 1.89313 0.27952 -0.40 -0.52 0.15
C -5.07523 1.15120 -1.60545 0.71 0.60 0.19
C -4.66403 -0.19721 -1.03158 -0.49 0.01 0.42
N -3.75790 -0.12509 0.13309 0.23 -0.17 -0.26
C -4.38738 0.31699 1.39649 0.68 -0.17 -0.17
C -4.75816 -0.78351 2.36830 0.93 0.27 0.15
C -2.43306 -0.28867 0.02313 0.52 0.10 -0.26
S -1.74954 -0.31368 -1.60462 -0.09 0.26 -0.02
N -1.70345 -0.28921 1.14935 -1.32 0.53 0.76
C -0.44564 -0.62257 1.30221 -0.13 -0.31 -0.62
O 0.23058 -1.22810 0.42398 0.74 -0.51 -0.65
C 0.29251 -0.28024 2.52469 -0.53 0.14 -0.10
C 1.56687 -0.81016 2.72299 0.02 -0.16 0.13
C 2.29088 -0.41380 3.82100 -0.25 0.23 0.38
C 1.75622 0.52367 4.70410 0.28 0.01 -0.04
C 0.49727 1.06221 4.48625 0.06 -0.38 -0.57
C -0.25982 0.64420 3.39493 1.67 -0.47 0.69
H -5.83620 0.97835 -2.37062 0.11 0.23 0.10
H -4.20711 1.68706 -2.03434 -0.40 -0.42 -0.04
H -5.45737 1.82897 -0.82753 -0.19 -0.33 -0.25
H -4.21921 -0.80794 -1.80591 0.12 -0.15 -0.01
H -5.57695 -0.70968 -0.68307 0.39 0.02 -0.04
H -5.27822 0.82483 1.08804 -0.49 0.45 -0.10
H -3.70647 1.04243 1.83144 0.01 0.01 0.21
H -5.58386 -1.34794 1.95884 -0.07 -0.47 0.17
H -5.03059 -0.33340 3.32104 -0.36 0.05 -0.03
H -3.86636 -1.38009 2.59732 -0.37 -0.21 -0.27
H 1.99127 -1.57266 2.07827 -0.26 0.20 -0.12
H 3.25557 -0.84575 4.01171 0.28 -0.05 0.07
H 2.36713 0.81892 5.54851 -0.19 0.14 0.05
H 0.09336 1.81801 5.11331 -0.16 0.43 0.66
H -1.23000 1.00598 3.22550 -1.09 0.48 -0.25
C 0.79212 -5.05365 -2.85503 -0.49 -0.80 0.31
As 0.65194 -3.59098 -1.64907 0.27 0.96 -0.02
C 1.74806 -3.89687 -0.13336 0.28 -0.69 0.28
C -1.14965 -3.61983 -0.98062 0.20 0.88 0.80
S 1.44149 -1.89375 -2.70704 -0.44 -0.03 0.17
H 0.45534 -5.95549 -2.32400 -0.03 0.18 -0.23
H 1.79380 -5.24489 -3.21847 0.19 0.33 -0.01
H 0.11726 -4.83599 -3.67931 0.04 -0.10 -0.10
H 1.36726 -4.68725 0.50340 -0.24 -0.22 0.00
H 1.80850 -3.00810 0.45734 -0.12 0.62 0.17
H 2.73676 -4.18068 -0.45233 0.39 -0.08 -0.24
H -1.26067 -4.61909 -0.58260 -0.26 -0.24 0.16
H -1.82033 -3.42651 -1.78357 -0.57 -0.10 -0.73
H -1.35088 -2.82664 -0.21748 0.58 -0.92 -0.60

Record 4
11
Properties=species:S:1:pos:R:3:forces:R:3 method="wB97M-V/def2-TZVPD" relative_energy_ev=1.603 e_tot_ha=-268.34632 lumo_energy_ev=1.075 charge=0 spin_multiplicity=1 homo_energy_ev=-9.8
C 0.47916 0.96544 0.15465 0.13 0.02 0.02
C 0.96419 -0.44919 -0.07603 0.27 0.09 0.16
O -0.14219 -1.01349 -0.75638 0.00 -0.06 0.06
C -1.26511 -0.42046 -0.12688 -0.38 -0.03 -0.02
O -0.79386 0.61978 0.71739 -0.05 0.20 -0.16
H 0.31688 1.57110 -0.74777 0.26 -0.25 -0.03
H 1.11203 1.51860 0.85511 -0.46 -0.07 0.14
H 1.89050 -0.66530 -0.60892 -0.22 0.29 -0.19
H 1.02735 -0.84471 0.94542 0.27 -0.36 -0.12
H -1.93249 -0.01106 -0.89796 0.12 -0.13 0.02
H -1.79158 -1.17611 0.46946 0.04 0.30 0.12

Record 5
10
Properties=species:S:1:pos:R:3:forces:R:3 method="wB97M-V/def2-TZVPD" relative_energy_ev=3.871 e_tot_ha=-210.02147 lumo_energy_ev=0.976 charge=0 spin_multiplicity=1 homo_energy_ev=-10.1
C -1.96657 -2.37844 -0.10619 -1.59 -2.03 -0.76
C -1.38070 -1.34944 -0.08280 5.31 4.07 0.59
C -0.01117 -0.29393 -0.02378 -3.71 -2.81 -0.68
C 1.05221 1.72851 0.22132 1.38 -4.71 -1.89
N -0.11772 0.87837 0.34793 -1.05 0.82 0.31
H -2.55144 -3.25009 -0.35404 0.21 0.42 0.45
H 0.88962 -0.75896 -0.45502 -0.30 -0.07 0.21
H 1.86080 0.89958 -0.07009 -0.55 2.37 0.51
H 1.29135 2.14600 1.13911 0.41 1.18 1.48
H 0.93364 2.37841 -0.61645 -0.11 0.78 -0.21